C21H35AsCoN5O2Si2 | ωB97M-V/def2-TZVPD

Summary:
Electronic energy = -148110.127 eV
Multiplicity = 5
LUMO level (spin up / spin down) = 0.43 / -0.31 eV
Gap between HOMO and LUMO (spin up / spin down) = 6.7 / 6.6 eV
Total charge = 0
Expectation value of S² = 6.018
Maximum force = 0.5 eV Å⁻¹

Cartesian coordinates (Å):
Co (-0.38429, 0.88878, 0.15095)
C (0.61376, -0.69174, 4.09350)
C (0.33458, -0.45578, 2.64339)
N (0.23076, 0.76082, 2.11151)
O (0.34459, 1.85530, 2.97913)
C (0.11505, -1.51660, 1.72540)
C (0.16814, -2.95799, 2.11300)
N (-0.14866, -1.09662, 0.47946)
O (-0.36705, -2.12654, -0.46558)
H (1.11202, 0.16904, 4.53554)
H (1.26361, -1.55496, 4.22971)
H (-0.30321, -0.88570, 4.65822)
H (-0.25888, 1.68996, 3.71686)
H (-0.76211, -3.26896, 2.59682)
H (0.97983, -3.14845, 2.81419)
H (0.30833, -3.58998, 1.23960)
N (4.35361, -2.70780, -5.19819)
C (3.56095, -2.62265, -4.36955)
C (2.56616, -2.50930, -3.34409)
C (2.90881, -1.99227, -2.09742)
C (1.95067, -1.84693, -1.10975)
C (0.63878, -2.22428, -1.37790)
C (0.29124, -2.76591, -2.61411)
C (1.25106, -2.90514, -3.59423)
H (3.93302, -1.70145, -1.90532)
H (2.20944, -1.43560, -0.14500)
H (-0.73729, -3.05238, -2.78626)
H (0.98845, -3.31155, -4.56150)
C (-0.84086, 2.15654, -5.11542)
N (-0.14419, 1.69902, -3.92790)
C (1.20415, 1.79771, -3.68600)
C (1.39099, 1.34577, -2.41790)
N (0.18167, 0.96934, -1.88144)
C (-0.71776, 1.21427, -2.81449)
H (-0.29728, 1.83868, -6.00233)
H (-0.92893, 3.24229, -5.10876)
H (-1.83417, 1.71537, -5.13235)
H (1.89161, 2.16431, -4.42721)
H (2.31102, 1.23591, -1.87059)
H (-1.78046, 1.06475, -2.71182)
C (-0.58919, 4.63558, -1.85262)
Si (-1.70983, 4.63899, -0.33504)
C (-3.25326, 5.63274, -0.74597)
C (-0.79569, 5.51052, 1.05820)
As (-2.25249, 2.44059, 0.09428)
Si (-3.50555, 2.31261, 2.03505)
C (-5.33535, 2.28090, 1.60435)
C (-3.22325, 3.74123, 3.22748)
C (-3.07143, 0.69892, 2.92793)
H (-0.18815, 5.63609, -2.03375)
H (-1.14365, 4.32941, -2.74383)
H (0.25313, 3.95114, -1.73146)
H (-2.98788, 6.60869, -1.16114)
H (-3.85842, 5.80574, 0.14673)
H (-3.87330, 5.10275, -1.47026)
H (-0.48323, 6.50957, 0.73971)
H (0.09149, 4.94685, 1.35150)
H (-1.42612, 5.62189, 1.94082)
H (-5.61498, 3.18211, 1.05519)
H (-5.95171, 2.22194, 2.50530)
H (-5.56666, 1.42361, 0.96967)
H (-3.58137, 4.68723, 2.81630)
H (-2.16433, 3.85498, 3.46526)
H (-3.76784, 3.56037, 4.15926)
H (-2.54777, -0.00032, 2.27397)
H (-3.96921, 0.20295, 3.30389)
H (-2.42668, 0.89900, 3.78917)

***

C3H7N2O2 | ωB97M-V/def2-TZVPD

Summary:
Electronic energy = -10290.191 eV
Multiplicity = 1
LUMO level = -5.79 eV
Gap between HOMO and LUMO = 8.5 eV
Total charge = +1
Energy relative to the best compared isomer or geometry (same formula, charge and spin) = 60.4 kcal/mol
Maximum force = 4.5 eV Å⁻¹

Cartesian coordinates (Å):
C (1.53967, -0.08606, 0.14967)
C (-1.26633, -0.73662, -0.27862)
C (-0.84055, 0.61550, 0.23112)
N (1.26538, -0.87734, -0.83293)
N (0.50435, 0.53035, 0.81520)
O (-1.34039, -1.74355, 0.49441)
O (-0.93288, 1.53311, -0.75917)
H (2.54724, 0.11668, 0.67859)
H (-1.57033, -0.69820, -1.38976)
H (-1.46801, 1.09928, 1.18033)
H (1.99728, -1.49091, -1.22600)
H (0.78721, 1.47699, 1.08755)
H (-1.38580, -2.54603, 0.06918)
H (-0.64115, 2.46326, -0.64650)

***

C2H4N4O | ωB97M-V/def2-TZVPD

Summary:
Electronic energy = -10143.328 eV
Multiplicity = 1
LUMO level = 0.58 eV
Gap between HOMO and LUMO = 9.4 eV
Total charge = 0
Energy relative to the best compared isomer or geometry (same formula, charge and spin) = 87.8 kcal/mol
SMILES = O=C1NN=CNN1
Maximum force = 6.8 eV Å⁻¹

Cartesian coordinates (Å):
O (-2.57318, -0.17775, -0.03642)
C (-1.33758, -0.16693, 0.01904)
N (-0.59717, -1.17405, -0.02197)
N (0.78532, -1.43082, 0.13082)
C (1.50183, -0.32873, -0.05154)
N (0.93916, 0.93617, 0.07270)
N (-0.65646, 1.11024, -0.11065)
H (-0.91762, -2.00689, -0.15533)
H (2.51945, -0.29113, -0.41570)
H (1.23800, 1.82151, -0.24026)
H (-0.90174, 1.70838, 0.80930)

***

C54H40BrClF4N5O2P3ScSe2 | ωB97M-V/def2-TZVPD

Summary:
Electronic energy = -340884.569 eV
Multiplicity = 1
LUMO level = -2.39 eV
Gap between HOMO and LUMO = 7.5 eV
Total charge = +1
Energy relative to the best compared isomer or geometry (same formula, charge and spin) = 3.6 kcal/mol
Maximum force = 2.2 eV Å⁻¹

Cartesian coordinates (Å):
Sc (-0.56275, 0.72277, 0.78566)
Cl (-0.46495, -4.73048, 5.53028)
C (-0.84331, -3.63381, 4.20456)
C (-2.13558, -3.53697, 3.69950)
C (-2.34764, -2.61879, 2.67185)
C (-1.35445, -1.81492, 2.12037)
O (-1.70163, -0.88766, 1.23049)
C (-0.06822, -1.91363, 2.69999)
C (1.10198, -1.05133, 2.17838)
O (0.83626, 0.29051, 2.03546)
C (0.18238, -2.85344, 3.68362)
H (-2.87642, -4.09714, 4.22195)
H (-3.33580, -2.42377, 2.20901)
H (1.99319, -1.17661, 2.75461)
H (1.23152, -2.85319, 4.03788)
F (0.53533, 3.21602, 9.11670)
C (0.10300, 3.15081, 7.86782)
C (0.08091, 4.30614, 7.04683)
F (0.42273, 5.45781, 7.60251)
C (-0.31484, 4.21528, 5.69780)
F (-0.30345, 5.39725, 5.03984)
C (-0.70987, 3.00608, 5.10752)
P (-1.25974, 2.79582, 3.34395)
C (-0.48428, 4.15447, 2.36752)
C (0.81971, 3.88131, 1.91121)
C (1.45994, 4.80016, 1.11531)
C (0.83191, 6.00103, 0.77047)
C (-0.43284, 6.27403, 1.23778)
C (-1.10740, 5.36750, 2.04190)
C (-3.00619, 3.28432, 3.58068)
C (-3.98908, 2.34659, 3.41307)
C (-5.31676, 2.55686, 3.86055)
C (-5.68246, 3.74715, 4.46274)
C (-4.72175, 4.73698, 4.60842)
C (-3.40658, 4.47085, 4.22177)
C (-0.67230, 1.89513, 5.94923)
Br (-1.22997, 0.24377, 5.26433)
C (-0.33895, 1.94181, 7.29628)
F (-0.37547, 0.87751, 8.08628)
H (1.28332, 2.88496, 2.13784)
H (2.46079, 4.62925, 0.74623)
H (1.33510, 6.75021, 0.20544)
H (-0.84179, 7.22034, 0.92280)
H (-2.09768, 5.61097, 2.37755)
H (-3.76798, 1.39646, 2.98477)
H (-6.01469, 1.74510, 3.77309)
H (-6.71238, 3.91438, 4.73435)
H (-4.94690, 5.74561, 4.91881)
H (-2.65977, 5.21714, 4.51576)
Se (0.62325, -5.63893, -0.95925)
P (2.04474, -4.32917, -1.75253)
C (3.78685, -4.67649, -1.39017)
C (4.28983, -6.02424, -1.31777)
C (5.61388, -6.25887, -1.02588)
C (6.50473, -5.18297, -0.75063)
C (6.03375, -3.91025, -0.76951)
C (4.69547, -3.64598, -1.11707)
C (1.94825, -4.18533, -3.56214)
C (0.73300, -4.52203, -4.17702)
C (0.63992, -4.61008, -5.55661)
C (1.67989, -4.33578, -6.40148)
C (2.87358, -3.97688, -5.83129)
C (3.03865, -3.91416, -4.42415)
C (1.68890, -2.76529, -0.92121)
C (1.03352, -1.58268, -1.30021)
N (0.76916, -0.86525, -0.18259)
N (1.34800, -1.55555, 0.78808)
N (1.85015, -2.69018, 0.41643)
P (0.57046, -0.62886, -2.72488)
Se (-0.26423, 1.26479, -2.04027)
C (1.99622, -0.41360, -3.77604)
C (1.89221, 0.21851, -5.03993)
C (3.00291, 0.41589, -5.82898)
C (4.27221, -0.01765, -5.40338)
C (4.37820, -0.55953, -4.14829)
C (3.26690, -0.77561, -3.35431)
C (-0.72135, -1.56183, -3.51417)
C (-0.88266, -1.42952, -4.91500)
C (-1.96927, -1.95067, -5.56289)
C (-2.92292, -2.61798, -4.79328)
C (-2.75525, -2.82069, -3.42732)
C (-1.62518, -2.30739, -2.79591)
H (3.66142, -6.88382, -1.42705)
H (6.06312, -7.28675, -0.93712)
H (7.54135, -5.28917, -0.47555)
H (6.61150, -3.06659, -0.48757)
H (4.34122, -2.63215, -1.13419)
H (-0.09366, -4.91024, -3.60127)
H (-0.29095, -4.97965, -6.02521)
H (1.53088, -4.30448, -7.49597)
H (3.77524, -3.82112, -6.41043)
H (4.03314, -3.79706, -4.04086)
H (0.96472, 0.57526, -5.41453)
H (2.91638, 0.93771, -6.75757)
H (5.12899, 0.25303, -6.00480)
H (5.35221, -0.81538, -3.83041)
H (3.43911, -1.25051, -2.38755)
H (-0.13602, -0.89409, -5.55903)
H (-2.10493, -1.82419, -6.63592)
H (-3.82166, -2.92710, -5.29412)
H (-3.45426, -3.42363, -2.85731)
H (-1.51943, -2.50137, -1.71303)
C (-3.52108, 4.48573, -1.87454)
N (-3.71013, 3.94921, -0.51830)
C (-4.67348, 4.49075, 0.42340)
C (-2.85091, 3.10064, -0.06840)
N (-2.12386, 2.27291, 0.33177)
H (-4.46204, 4.33647, -2.48158)
H (-2.69500, 3.91671, -2.31190)
H (-3.27236, 5.55989, -1.85452)
H (-5.46230, 4.98444, -0.16209)
H (-4.21367, 5.29904, 1.06772)
H (-4.98150, 3.63919, 1.10688)

***

maximum force of number 1 (C21H35AsCoN5O2Si2)? 0.5 eV Å⁻¹

***

Look up the maximum force of the third one. 6.8 eV Å⁻¹

***

Among the records above, which one has the highest electronic energy? C2H4N4O

***

Number 2 is which compound? C3H7N2O2